Density functional theory data (ωB97M-V with the def2-TZVPD basis set) for a molecular structure, C37H31F6NO2.

Each line ends with the Mulliken charge.
Atoms and positions in Å:
C (-0.7797, 1.1991, 0.5412)  -1.274
H (-2.4339, 2.4217, -1.3017)  0.285
H (3.0698, -4.0778, 1.3865)  0.427
H (-0.0711, 4.2938, -4.9225)  0.411
C (3.7257, 0.2023, 3.1585)  -0.686
C (-0.1155, -1.0265, 0.0420)  0.050
F (5.0775, -4.7756, 0.0891)  -0.270
C (-4.4417, 0.8235, -1.6518)  -1.549
C (-5.0887, 0.6416, 0.7751)  -0.339
F (5.0411, -4.2581, -1.9967)  -0.269
H (-5.0489, -0.0723, -1.8112)  0.489
C (-0.9095, 0.9385, -0.9692)  -0.147
H (3.0712, -0.2797, -0.1242)  0.820
H (0.4597, 1.0385, 2.9891)  0.540
H (-0.8639, 3.7617, -2.6545)  0.462
C (1.6345, 0.3796, 1.3258)  -1.261
H (7.2923, -0.9543, -0.1846)  0.346
C (3.1081, -3.7357, -0.7288)  0.538
C (1.4365, 0.7153, 2.6608)  -1.053
C (-0.5553, 3.3476, -4.7301)  -0.959
H (1.1252, 0.5238, -1.8365)  0.400
H (-4.7163, 4.4430, 1.2705)  0.463
C (-0.7328, 2.4374, -5.7585)  -0.437
C (3.9337, -0.1429, 1.8253)  0.122
H (-2.2972, -0.0075, -4.0241)  0.353
C (4.2661, -4.6559, -0.9723)  0.979
C (-1.0008, 3.0484, -3.4554)  -0.062
H (-5.2310, -0.4198, 0.6356)  0.443
H (-0.3871, 2.6715, -6.7544)  0.402
H (0.9915, 2.0732, -0.9692)  0.449
H (-2.9265, -0.5850, 0.1282)  0.399
H (1.0095, -1.7339, -2.4298)  0.319
C (-2.0576, 1.5094, -1.7836)  0.902
C (-1.1010, -0.5805, -1.0483)  -0.654
O (5.2654, -1.1670, 0.1840)  -0.176
H (-4.4561, 3.4619, -0.9702)  0.501
C (-1.8003, 0.9284, -4.2285)  -0.256
C (2.4804, 0.6389, 3.5682)  -0.845
H (4.5482, 0.1165, 3.8517)  0.518
C (-5.0956, 2.5566, 2.2115)  0.186
C (-4.8098, 3.3771, 1.1292)  -1.014
C (0.5100, 0.3832, 0.3547)  2.162
C (-1.6263, 1.8360, -3.1937)  0.010
H (-0.6434, -1.3733, 0.9351)  0.592
F (3.8671, -5.9083, -1.2785)  -0.287
H (-1.5476, 0.8076, 1.2052)  0.290
H (-0.5935, 2.2464, 0.7676)  0.343
C (5.2679, -0.6527, 1.4238)  0.191
C (-4.6535, 2.8180, -0.1256)  -0.288
F (-5.5173, 4.4419, 3.5920)  -0.277
H (6.7782, -2.5704, 0.3403)  0.303
C (2.8940, -0.0348, 0.9106)  -0.006
C (0.6156, 1.0559, -1.0385)  -1.056
H (1.1641, -2.5791, 1.7620)  0.356
H (2.3157, 0.9109, 4.6000)  0.420
C (1.5397, -2.7190, 0.7593)  -0.416
C (2.6114, -3.5643, 0.5556)  -1.131
C (1.4430, -2.2354, -1.5790)  0.106
C (-5.2471, 1.1874, 2.0349)  -0.994
H (-4.6441, 1.5300, -2.4614)  0.448
C (6.5027, -1.7039, -0.2641)  -0.777
C (-2.6122, -0.6840, -0.9213)  -0.584
H (6.3517, -1.9961, -1.3001)  0.205
C (2.5134, -3.0827, -1.7982)  -1.525
C (0.9432, -2.0313, -0.2975)  0.424
C (-5.2151, 3.1359, 3.5902)  0.901
O (6.2461, -0.6302, 2.1290)  -0.637
N (-3.0519, 0.4285, -1.7588)  0.202
C (-4.7701, 1.4445, -0.3169)  0.947
H (-0.8194, -0.9476, -2.0347)  0.249
H (-5.4925, 0.5604, 2.8787)  0.443
H (-3.0241, -1.6150, -1.3204)  0.379
H (-1.5019, 0.5169, -6.3047)  0.412
H (2.8972, -3.2260, -2.7969)  0.469
C (-1.3583, 1.2288, -5.5048)  -0.895
F (-4.0602, 3.0188, 4.2823)  -0.258
F (-6.1519, 2.5250, 4.3333)  -0.275

HOMO: -8.79 eV
E_LUMO: 0.017 hartree


Density functional theory data (ωB97M-V with the def2-TZVPD basis set) for 10 unconnected molecules or ions with the total composition C27H70N16O11 at a distorted geometry.

Each line ends with the Löwdin spin population.
Atoms and positions in Å:
H (-4.3501, 5.4067, -0.4678)  0.000
N (4.9111, 0.9700, -1.8727)  0.000
O (-1.4410, -3.1094, -4.0002)  0.001
H (4.0401, 1.6022, 5.8006)  0.000
C (-0.0532, -2.0152, -0.6023)  0.105
C (-0.8282, 4.0672, 1.3142)  0.000
H (-0.6069, -1.1483, -4.7162)  0.000
O (3.9680, -1.2162, 4.9948)  0.000
C (2.7021, -0.5332, 7.3605)  0.000
C (2.9323, 1.1138, -4.6584)  0.000
C (2.7861, 0.1533, 2.5169)  0.000
H (0.7017, 1.5818, 3.8358)  0.000
C (-2.5787, -3.1521, -3.5444)  0.000
H (-2.7572, 6.1959, 1.0841)  0.000
H (0.0821, 3.7331, 1.8120)  0.000
H (2.4157, 0.1805, 8.1330)  0.000
C (0.3018, 0.6911, 4.3205)  0.000
H (2.6087, 1.9424, 4.7118)  0.000
N (4.3078, -0.8207, -0.8544)  -0.001
O (1.6671, -1.5164, -2.5569)  0.432
N (-2.8235, -3.1748, -2.2970)  0.000
C (-3.2178, -4.1777, 1.3554)  0.000
H (1.2575, -8.3593, 0.5435)  0.000
C (-1.9585, 6.1266, 0.3456)  0.000
H (0.3373, -4.5170, 0.7603)  0.000
H (-0.1323, -0.7036, -2.5224)  0.013
C (0.7940, 0.3210, 5.7916)  0.000
H (0.5376, -1.8990, 0.3063)  0.012
H (2.6928, 2.2507, 6.3958)  0.000
H (-1.7731, 0.9549, -0.1843)  0.001
H (-3.4948, -0.7031, -0.7368)  0.001
H (-1.6518, -2.8733, 1.2093)  0.000
H (4.4650, -1.6687, -0.3287)  0.000
H (0.7570, -0.0903, -7.4549)  0.000
C (-3.7021, 5.7321, -1.2817)  0.000
N (-5.9854, 0.2719, -2.2005)  0.000
H (1.7966, -2.9740, 3.3628)  0.000
O (3.4522, 1.8090, -5.4343)  0.001
H (0.0894, 5.8349, 0.4829)  0.000
H (-3.8452, 6.7927, -1.4885)  0.000
C (0.6192, -0.9759, -1.7813)  0.091
H (-0.0247, -1.3938, 3.8054)  0.000
H (0.5872, -5.6367, 2.1996)  0.000
N (1.6888, 1.3610, -4.2775)  -0.001
H (0.4248, 4.0249, -1.0265)  0.000
H (0.8881, 2.5089, -0.3517)  0.000
C (2.4142, -2.2220, 2.8717)  0.001
H (2.7546, -0.5833, -3.7084)  0.003
C (-5.2361, -0.6543, -1.7190)  0.000
H (3.7587, 0.4764, 2.8879)  0.000
C (-0.7524, 5.5913, 1.1311)  0.000
H (-6.9572, 0.0033, -2.1408)  0.000
H (3.5106, -0.8724, -1.4725)  -0.001
C (0.0426, 3.0291, -0.8018)  0.001
H (1.0517, 1.8769, -4.8675)  0.000
H (-5.6940, 1.2384, -2.1700)  0.000
N (2.5997, -0.9416, 4.9260)  0.000
H (-1.7707, 6.4549, -2.6085)  0.000
H (-2.4151, -3.0019, 2.7703)  0.000
N (-2.3209, -3.3234, 1.8175)  -0.001
H (0.8287, -0.0225, -1.2963)  0.006
H (1.3584, 0.7393, -3.5533)  0.000
H (-2.1109, -3.2798, -1.5890)  -0.001
H (-0.4695, 0.0180, -6.1044)  0.000
O (-5.5508, -1.7881, -1.3958)  0.000
H (-2.6236, 1.6871, 1.0336)  0.000
O (5.8508, 0.4113, 0.0232)  0.000
N (-0.2209, -0.8131, -5.5873)  0.000
C (-1.3099, 5.6298, -2.0654)  0.000
H (2.2279, 1.0711, 2.3324)  0.000
H (-4.4669, -2.7122, -3.6401)  0.000
H (-0.1724, 2.4185, -1.6788)  0.000
C (2.1747, -0.8929, 3.4781)  0.000
C (0.8484, -6.4260, 0.4368)  0.000
C (-2.3176, 5.3154, -0.9178)  0.000
H (3.4607, -2.4757, 3.0408)  0.000
N (-3.7714, -3.1838, -4.2004)  0.000
H (3.7662, -0.7574, 7.4358)  0.000
H (-3.9105, -3.0989, -5.1972)  0.000
H (-4.0566, 5.2246, -2.1788)  0.000
H (-1.5614, 4.0231, 2.1196)  0.000
C (-1.2685, 3.2057, 0.0781)  0.000
H (-1.0984, 4.7811, -2.7160)  0.000
H (-0.4668, 6.1219, 2.0394)  0.000
H (5.2728, 1.8921, -1.6753)  0.000
H (-2.1339, 3.2093, -2.2285)  0.000
C (2.9652, 1.5081, 5.6459)  0.000
H (-0.7790, 0.8208, 4.2644)  0.000
N (0.9714, -1.0551, -7.2468)  0.000
O (0.9480, -6.2882, -0.7490)  0.000
H (3.9492, -2.1702, 5.1004)  0.000
H (-3.9631, 0.8523, -1.3554)  0.000
C (0.7504, -1.5115, -6.0682)  0.000
H (-3.8060, -3.1641, -2.0631)  0.000
N (-2.4331, 3.8762, -0.5614)  0.000
N (-4.1325, -0.1406, -1.2818)  0.000
O (-4.1159, -4.5060, 2.0868)  0.000
H (2.3292, -2.2248, 1.7850)  0.001
O (-2.8598, 3.1001, -1.6099)  0.000
O (-0.1899, -3.3821, -0.7275)  0.309
N (-2.9110, -4.7287, 0.2495)  0.001
C (0.5846, -0.5588, 3.4595)  0.001
C (2.3247, 0.0479, 5.9130)  0.000
H (1.4155, -7.5206, 2.0923)  0.000
H (-1.0611, -1.6003, -0.6104)  0.014
H (4.2277, 0.6864, -2.5601)  0.000
H (3.0450, -0.2409, 1.5342)  0.000
H (0.2261, -0.4717, 2.4339)  0.001
H (0.2168, -0.5070, 6.2032)  0.000
H (1.6023, -1.4976, -7.8997)  0.000
H (2.1005, -1.4357, 7.4682)  0.000
H (-1.9721, -4.5051, -0.0480)  0.000
H (4.3748, -0.2375, -4.4940)  0.000
H (-3.3296, -5.6462, 0.1937)  0.000
H (-1.7380, 7.1599, 0.0774)  0.000
N (3.4283, -0.0249, -4.2129)  0.008
N (1.2066, -7.5208, 1.1042)  0.000
H (0.5888, 1.1633, 6.4522)  0.000
H (-0.7291, 1.4009, 0.9912)  0.000
H (-0.3837, 5.9880, -1.6160)  0.000
O (1.2571, -2.5293, -5.5360)  0.000
C (-1.6542, 1.7603, 0.5405)  0.001
N (0.6057, -5.3728, 1.2249)  0.001
C (5.0890, 0.1393, -0.8926)  0.000

total charge: -1
spin multiplicity: 2
HOMO (spin up / spin down): -6.35 / -5.64 eV
E_LUMO (spin up / spin down): 0.064 / 0.032 hartree


Density functional theory data (ωB97M-V with the def2-TZVPD basis set) for 2 unconnected molecules or ions with the total composition C4H9NO4 at a distorted geometry.

Each line ends with the Mulliken charge.
Atoms and positions in Å:
H (-0.5243, -3.2243, -2.1141)  0.373
O (0.6931, -1.3265, 1.1563)  -0.536
C (-0.1192, -1.3221, -1.1425)  -0.446
H (-1.5029, -2.9169, -0.6828)  0.313
C (0.2449, 0.8136, 0.1856)  -0.537
C (-0.1602, -0.6706, 0.2393)  0.279
H (-0.7629, -0.7615, -1.8293)  0.317
O (-0.7732, 5.0878, 1.3530)  -0.332
H (-1.1765, -0.7562, 0.6550)  0.202
H (-0.4357, 1.3927, -0.4526)  0.341
O (1.2704, 5.0673, 1.3675)  -0.334
O (0.2644, 1.3525, 1.3720)  -0.383
H (1.2591, 0.8899, -0.2286)  0.335
H (0.8963, -1.2136, -1.5361)  0.355
N (0.2407, 4.4240, 1.3986)  0.660
C (-0.5116, -2.7827, -1.1152)  -1.229
H (0.1837, -3.3587, -0.5045)  0.286
H (0.9138, -0.6946, 1.8785)  0.334

HOMO (spin up / spin down): -10.13 / -10.31 eV
relative energy (zero: lowest compared OMol25 entry of this formula, charge and spin): 747.88 kJ/mol
E_LUMO (spin up / spin down): -0.073 / -0.111 hartree


no.,energy (eV)
1,-60763.958
2,-75496.408
3,-13967.406